Here is one molecule with the formula CH4N2P2 at a distorted geometry from OMol25. Energies are from ωB97M-V/def2-TZVPD.

```
9
Properties=species:S:1:pos:R:3:mulliken_charge:R:1
H 1.06 -0.75 1.84 0.094
H -2.49 0.53 1.12 0.123
P -1.46 -0.23 0.49 0.100
N 1.26 0.11 -0.16 -0.363
C 0.76 0.38 -1.28 -0.259
H 1.36 0.16 -2.16 0.280
N -1.56 -0.93 -0.83 -0.378
H -0.39 0.64 -1.44 0.311
P 0.51 0.43 1.32 0.091
```

Computed properties:
Energy relative to the best compared isomer or geometry (same formula, charge and spin), kJ/mol: 183.8
Net charge: 0
Lowest unoccupied orbital energy (alpha / beta), eV: 0.09 / -2.21
⟨S²⟩: 2.01
Gap between HOMO and LUMO (alpha / beta), eV: 7.328 / 7.319
Spin multiplicity: 3

Here is one molecule with the formula C6H12N2 at a distorted geometry from OMol25. Energies are from ωB97M-V/def2-TZVPD.

```
20
Properties=species:S:1:pos:R:3:mulliken_charge:R:1
N 2.25 0.12 1.04 -0.690
H -0.83 1.35 -2.73 0.272
H -0.28 1.96 0.98 0.219
H 1.56 -1.87 -0.93 0.450
C 0.27 -0.26 -0.31 0.372
H 2.59 0.08 2.01 0.273
C 0.24 -0.62 2.23 -1.263
H 0.61 -1.60 2.56 0.341
H 0.43 -1.37 -2.17 0.385
C -0.51 0.78 -0.68 0.884
H -1.45 -0.27 -2.36 0.367
C -1.31 0.74 -1.97 -1.381
C 0.53 -1.51 -1.09 -1.533
H -0.83 -0.68 2.04 0.332
C 1.00 -0.21 0.99 0.162
H 0.42 0.12 3.02 0.397
H -0.15 -2.31 -0.78 0.254
H -2.32 1.14 -1.80 0.416
N -0.66 1.95 0.04 -0.469
H -1.55 2.43 -0.06 0.212
```

Computed properties:
Energy relative to the best compared isomer or geometry (same formula, charge and spin), kJ/mol: 68.6
Net charge: 0
Lowest unoccupied orbital energy, eV: 0.91
Gap between HOMO and LUMO, eV: 8.684

Here is C2CaFLiO2 as an isolated structure at a distorted geometry from OMol25. Energies are from ωB97M-V/def2-TZVPD.

```
7
Properties=species:S:1:pos:R:3:mulliken_charge:R:1
C 0.36 0.54 0.11 1.013
F -1.37 -1.17 0.06 -0.259
O 1.61 0.78 -0.10 -0.817
C -0.03 -0.91 -0.18 -0.623
Ca 2.28 -1.20 0.27 1.512
O -0.57 1.25 -0.35 -0.755
Li -2.28 0.72 0.20 0.929
```

Computed properties:
Net charge: +1
Lowest unoccupied orbital energy (alpha / beta), eV: -4.83 / -5.00
⟨S²⟩: 0.76
Gap between HOMO and LUMO (alpha / beta), eV: 6.668 / 7.362
Spin multiplicity: 2

Here is C33H42Br9N3O15 as an isolated structure at a distorted geometry from OMol25. Energies are from ωB97M-V/def2-TZVPD.

```
102
Properties=species:S:1:pos:R:3:mulliken_charge:R:1
O -1.82 3.36 2.70 -0.381
H -1.10 2.60 1.06 0.031
O 6.65 -0.03 -0.15 -0.536
H -1.30 5.34 -3.83 0.436
O -1.15 3.01 4.70 -0.380
C -2.09 3.00 1.30 0.056
C -4.18 -0.86 -0.90 -1.095
H 1.17 -4.37 -1.24 0.308
H 1.48 1.32 -0.51 0.462
H 2.39 2.23 3.67 -0.278
O 1.41 3.33 -5.96 -0.580
O -1.68 1.19 3.47 -0.520
H 1.52 -2.69 -7.26 0.302
O -6.25 5.62 0.88 -0.622
C 3.05 2.76 2.99 0.285
O 0.48 -1.96 -4.67 -0.542
H -0.94 -2.56 -2.82 0.116
H -6.48 0.26 3.51 0.419
C 0.21 1.35 5.99 -0.796
C 1.30 0.35 -0.04 -0.525
C -6.38 3.60 2.79 -0.708
C 6.17 -4.45 -1.79 -0.581
O -1.88 -1.83 0.12 -0.543
H 1.48 -2.85 -2.16 0.315
H -1.25 -4.19 -2.21 0.107
C 3.07 -1.93 4.01 -0.227
Br 5.06 -2.06 4.36 -0.049
O -3.26 -0.02 -0.26 0.234
C -0.48 -3.52 -2.59 0.031
C -2.01 3.64 -2.68 -0.501
C 1.92 -3.48 -6.63 -0.662
C -5.92 3.46 1.47 0.481
Br -1.45 -6.30 3.54 -0.059
C 6.40 -2.10 -1.24 0.021
C -1.07 1.48 -3.29 -0.520
H 0.04 -0.93 1.21 -0.193
H -6.84 2.57 4.61 0.396
H -2.35 1.85 -1.61 0.243
C 7.75 -2.16 -1.51 -0.285
H 2.87 -3.12 -6.25 0.293
H -2.91 2.34 1.07 -0.014
C 5.56 -3.24 -1.48 -0.129
H 0.04 0.53 5.29 0.204
O 4.64 -0.62 -0.84 -0.444
C 0.75 -3.44 -1.61 -0.446
C -0.20 2.09 -4.20 -0.587
H 5.73 -5.44 -1.81 0.385
O -0.03 -4.01 -3.84 -0.390
C 0.04 0.10 0.86 0.938
C -1.04 2.26 5.93 -0.370
H 1.28 -0.51 -0.72 -0.014
H 9.31 -3.21 -2.39 0.335
H -1.95 1.78 6.31 0.344
C 0.50 -3.20 -4.72 0.718
C -0.26 3.51 -4.38 0.069
C -1.23 4.27 -3.69 -0.658
H -6.60 4.56 3.25 0.466
C -6.40 1.23 3.03 -0.698
H 2.19 0.14 0.55 -0.265
Br -1.88 -4.75 0.58 -0.040
C -1.91 2.25 -2.52 -0.010
C 7.55 -4.47 -2.15 -0.301
H 2.15 -4.34 -7.27 0.249
H -5.18 -0.42 -0.84 0.235
O -1.22 0.39 0.24 0.449
N 5.84 -0.82 -0.67 0.849
H -2.22 3.80 0.57 0.260
C -2.12 -0.58 0.09 0.176
H 0.11 0.75 1.73 -0.412
H 8.03 -5.36 -2.53 0.374
O -4.89 4.57 -0.32 -0.599
H -1.08 0.42 -3.09 0.594
C -6.61 2.50 3.55 -0.464
H -4.11 -1.82 -0.39 0.318
Br -1.12 -3.05 3.36 -0.026
N -5.65 4.60 0.57 1.044
O 1.07 -4.00 -5.66 -0.357
H -0.81 2.93 6.75 0.329
C -1.54 2.37 3.53 0.745
Br 1.91 -3.21 5.00 -0.074
H -2.80 4.09 -2.11 0.512
H 4.50 -3.38 -1.34 0.467
Br 4.14 4.00 4.16 -0.076
C -0.85 -4.78 2.38 -0.404
H 1.15 1.79 5.67 0.114
H 8.34 -1.26 -1.53 0.385
Br 2.69 -2.14 2.13 0.151
H 0.16 1.01 7.03 0.404
C 8.32 -3.37 -1.99 -0.537
H -3.66 -0.92 -1.86 0.404
C -6.06 1.09 1.67 -0.387
N 0.62 4.07 -5.43 1.015
O 0.41 5.29 -5.68 -0.601
H -5.37 2.19 -0.11 0.392
H 0.22 -4.86 2.20 0.429
Br 1.87 3.85 1.86 -0.021
H 2.76 -0.95 4.38 0.200
C -5.77 2.25 0.90 -0.017
H 0.53 1.47 -4.69 0.566
Br 4.17 1.43 2.04 0.042
H -6.00 0.11 1.21 0.257
H 0.34 -2.83 -0.81 -0.026
```

Computed properties:
Energy relative to the best compared isomer or geometry (same formula, charge and spin), kJ/mol: 127.4
Net charge: 0
Lowest unoccupied orbital energy, eV: -0.79
Gap between HOMO and LUMO, eV: 8.912

net charge of number 2 (C6H12N2)?
0

net charge of number 3 (C2CaFLiO2)?
+1

Which value of net charge does entry 2 give?
0